No. 1
{"formula": "C14H33NO7", "method": "ωB97M-V/def2-TZVPD", "homo_lumo_gap_ev": 9.77, "spin_multiplicity": 1, "total_energy_ev": -30872.8393, "largest_force_ev_per_a": 3.9, "homo_ha": -0.333, "smiles": "NCCCCCOC(=O)O.COCCOC.COCCOC", "lumo_ev": 0.7, "symbols": ["N", "C", "C", "C", "C", "C", "O", "C", "O", "O", "H", "H", "H", "H", "H", "H", "H", "H", "H", "H", "H", "H", "H", "C", "O", "C", "C", "O", "C", "H", "H", "H", "H", "H", "H", "H", "H", "H", "H", "C", "O", "C", "C", "O", "C", "H", "H", "H", "H", "H", "H", "H", "H", "H", "H"], "xyz": [[-3.855199, -3.797941, 3.194725], [-4.599473, -2.700033, 2.524739], [-3.577402, -1.634357, 2.054708], [-3.960326, -1.034978, 0.660745], [-4.197899, 0.478903, 0.856036], [-4.263745, 1.220102, -0.469253], [-4.844850, 2.555176, -0.390105], [-4.633310, 3.156568, 0.760332], [-3.641726, 3.722988, 1.009647], [-5.616154, 3.116306, 1.641225], [-3.074784, -3.359196, 3.668205], [-4.464673, -4.187222, 3.906464], [-5.285951, -2.215464, 3.224013], [-5.177557, -3.080527, 1.685812], [-3.623210, -0.836253, 2.795007], [-2.555470, -2.006703, 2.064797], [-4.858600, -1.521898, 0.298776], [-3.107137, -1.225076, 0.011187], [-3.356853, 0.827628, 1.447450], [-5.128111, 0.558658, 1.412718], [-4.836470, 0.672010, -1.206483], [-3.236563, 1.333212, -0.818959], [-5.307906, 3.612307, 2.408347], [0.849752, 2.665121, -3.109452], [0.692077, 3.492568, -1.971266], [-0.532543, 3.265019, -1.284076], [-0.327194, 2.413841, -0.049424], [0.070708, 1.089757, -0.385641], [1.463766, 0.871375, -0.225178], [1.889716, 2.728507, -3.428511], [0.614669, 1.621231, -2.888297], [0.210474, 3.018381, -3.926094], [-1.272062, 2.808308, -1.949401], [-0.914574, 4.242227, -0.976209], [-1.280476, 2.338096, 0.483308], [0.398361, 2.879227, 0.624188], [1.708803, 0.780380, 0.838316], [2.054461, 1.674712, -0.671269], [1.717870, -0.064146, -0.720787], [5.162501, -0.064080, -1.534868], [4.371100, -1.054702, -0.900371], [4.476973, -2.327026, -1.524812], [5.398934, -3.250326, -0.755871], [6.743443, -2.794714, -0.789424], [7.134848, -2.135428, 0.403126], [5.215622, 0.798187, -0.871088], [6.176735, -0.418903, -1.730209], [4.696328, 0.246607, -2.476317], [4.810676, -2.223874, -2.561545], [3.473082, -2.763562, -1.535393], [5.381853, -4.236601, -1.230307], [5.053674, -3.367165, 0.275773], [7.299669, -2.866264, 1.201838], [6.391248, -1.402643, 0.724087], [8.072876, -1.618321, 0.205041]], "forces_ev_per_a": [[-0.669, 0.414, -0.204], [1.185, 0.002, 0.359], [-1.315, 0.053, -0.393], [0.856, 0.424, 1.255], [-0.127, -0.874, -0.678], [0.551, 0.122, 0.321], [-1.191, -1.265, -0.629], [-0.645, -0.235, -0.057], [3.358, 1.766, 0.664], [-1.624, -0.574, 0.084], [0.014, -0.225, 0.220], [0.267, -0.206, 0.044], [-0.218, -0.007, -0.112], [0.043, -0.203, -0.027], [0.219, 0.105, 0.046], [-0.032, -0.277, -0.154], [-0.017, -0.041, -0.335], [-0.230, 0.083, -0.434], [-0.074, 0.418, 0.166], [-0.053, 0.320, 0.157], [-0.223, 0.084, -0.106], [-0.008, 0.022, -0.268], [0.031, 0.085, 0.045], [0.029, 0.095, -0.003], [-0.044, -0.222, -0.061], [0.226, 0.331, 0.166], [-0.349, -0.282, -0.073], [0.152, 0.134, -0.040], [-0.092, -0.152, 0.007], [-0.009, 0.065, 0.025], [-0.024, 0.000, 0.005], [-0.013, -0.083, -0.032], [0.013, -0.049, 0.009], [-0.067, -0.037, 0.012], [0.011, 0.102, 0.018], [0.038, 0.020, -0.051], [0.105, 0.045, -0.013], [-0.012, 0.028, 0.023], [-0.026, -0.009, 0.035], [-0.097, 0.069, 0.035], [0.198, -0.001, -0.104], [-0.278, 0.015, 0.298], [0.204, -0.110, -0.308], [-0.106, 0.147, 0.133], [0.085, -0.065, -0.060], [-0.067, -0.025, 0.017], [-0.008, -0.024, -0.015], [0.074, 0.012, -0.037], [0.064, -0.008, 0.017], [0.016, -0.033, -0.034], [-0.041, -0.004, 0.019], [-0.028, 0.061, 0.002], [-0.035, 0.057, 0.068], [-0.021, -0.020, 0.012], [0.005, -0.054, -0.040]]}

No. 2
{"formula": "C14H34BrClO4Si", "method": "ωB97M-V/def2-TZVPD", "homo_lumo_gap_ev": 9.79, "spin_multiplicity": 1, "total_energy_ev": -113699.9920, "largest_force_ev_per_a": 0.3, "homo_ha": -0.336, "smiles": "C[C@H](Br)C[SiH2]CCCCl.COCCOC.COCCOC", "lumo_ev": 0.7, "de_lowest_kcal_mol": 1.10, "symbols": ["C", "C", "Br", "C", "Si", "C", "C", "C", "Cl", "H", "H", "H", "H", "H", "H", "H", "H", "H", "H", "H", "H", "H", "H", "C", "O", "C", "C", "O", "C", "H", "H", "H", "H", "H", "H", "H", "H", "H", "H", "C", "O", "C", "C", "O", "C", "H", "H", "H", "H", "H", "H", "H", "H", "H", "H"], "xyz": [[-1.496629, -1.921162, 3.762350], [-2.022052, -1.529351, 2.397318], [-1.018953, -2.539231, 1.030179], [-1.927327, -0.051061, 2.069878], [-2.877631, 1.042760, 3.282649], [-4.604687, 0.346742, 3.513276], [-5.406359, 0.265540, 2.212706], [-6.796377, -0.348912, 2.400442], [-6.869450, -2.033412, 1.805687], [-1.439299, -3.002360, 3.858860], [-2.159359, -1.549432, 4.544852], [-0.500385, -1.510499, 3.918918], [-3.044191, -1.878530, 2.269401], [-0.878579, 0.252981, 2.045436], [-2.314699, 0.118311, 1.062989], [-2.186741, 1.011228, 4.592475], [-2.950064, 2.428857, 2.772458], [-5.143912, 0.946276, 4.249828], [-4.514977, -0.658772, 3.936191], [-5.516332, 1.258526, 1.775605], [-4.863655, -0.347290, 1.493999], [-7.568455, 0.200348, 1.872743], [-7.067328, -0.401330, 3.451499], [0.002933, -0.032971, -1.861644], [-0.281771, -0.158426, -3.244965], [0.781472, 0.271707, -4.074128], [1.588956, -0.895618, -4.598932], [2.221637, -1.605248, -3.545789], [1.567311, -2.810459, -3.193668], [-0.780623, -0.553637, -1.315879], [0.966355, -0.481810, -1.608058], [0.017306, 1.020049, -1.560396], [1.435386, 0.956625, -3.522868], [0.354135, 0.818253, -4.920893], [2.369297, -0.516500, -5.266694], [0.946454, -1.568427, -5.175321], [1.717225, -3.575658, -3.962969], [0.496319, -2.655530, -3.043901], [2.010362, -3.158224, -2.261927], [4.923948, 1.572295, 1.161223], [5.487439, 1.091985, -0.042676], [4.646092, 0.191603, -0.746037], [3.934680, 0.854124, -1.901458], [3.017950, 1.849352, -1.463503], [3.514939, 3.168294, -1.573777], [5.582418, 2.353450, 1.537250], [3.926671, 1.990543, 1.001300], [4.859768, 0.775184, 1.910322], [3.909360, -0.249258, -0.066166], [5.273024, -0.616098, -1.134752], [3.362790, 0.094792, -2.439471], [4.666056, 1.290263, -2.590032], [3.605706, 3.467289, -2.624233], [4.488944, 3.273657, -1.089447], [2.799329, 3.826528, -1.083613]], "forces_ev_per_a": [[0.038, -0.053, -0.066], [-0.023, 0.037, -0.060], [0.011, -0.097, -0.036], [-0.042, 0.081, 0.016], [0.016, -0.290, 0.094], [-0.037, -0.024, -0.097], [-0.067, -0.088, 0.127], [0.045, 0.075, 0.096], [0.014, -0.157, -0.021], [-0.027, -0.043, 0.013], [-0.004, 0.093, 0.042], [0.047, 0.036, 0.046], [-0.024, -0.080, -0.029], [0.046, 0.039, 0.046], [-0.023, 0.042, -0.028], [0.012, 0.151, 0.005], [0.049, 0.029, -0.019], [-0.010, 0.032, 0.058], [0.003, -0.025, 0.080], [0.021, 0.068, -0.034], [0.011, 0.081, -0.176], [-0.023, -0.004, -0.098], [-0.013, 0.079, 0.034], [-0.025, 0.041, 0.011], [-0.004, -0.047, 0.004], [-0.023, 0.071, 0.038], [0.041, -0.008, -0.014], [0.011, -0.038, -0.023], [-0.002, 0.011, 0.018], [-0.041, -0.001, -0.032], [-0.001, 0.009, 0.023], [0.047, -0.009, 0.001], [-0.003, 0.021, -0.014], [-0.006, -0.014, 0.002], [0.002, -0.019, 0.001], [-0.016, 0.003, -0.010], [-0.024, 0.006, -0.011], [-0.002, 0.000, 0.009], [0.019, -0.007, -0.004], [0.016, -0.003, -0.016], [-0.008, 0.032, -0.005], [0.067, -0.006, 0.052], [-0.105, 0.012, -0.049], [-0.009, 0.020, 0.008], [-0.007, -0.012, 0.019], [0.017, -0.011, 0.005], [-0.010, -0.001, 0.013], [-0.026, -0.003, -0.001], [-0.013, -0.017, 0.005], [-0.006, 0.001, -0.003], [0.054, -0.029, 0.000], [0.019, 0.007, -0.001], [0.028, -0.002, 0.000], [0.008, 0.013, -0.011], [-0.018, -0.001, -0.012]]}

No. 3
{"formula": "C14H34N2O3", "method": "ωB97M-V/def2-TZVPD", "homo_lumo_gap_ev": 8.84, "spin_multiplicity": 1, "total_energy_ev": -24188.3061, "largest_force_ev_per_a": 2.9, "homo_ha": -0.300, "smiles": "CC1(C)CCCC(C)(C)N1O.COC[C@H](C)N.CO", "lumo_ev": 0.7, "de_lowest_kcal_mol": 41.14, "symbols": ["C", "O", "H", "H", "H", "H", "C", "C", "C", "O", "C", "N", "H", "H", "H", "H", "H", "H", "H", "H", "H", "H", "H", "C", "C", "C", "C", "C", "C", "N", "O", "C", "C", "C", "H", "H", "H", "H", "H", "H", "H", "H", "H", "H", "H", "H", "H", "H", "H", "H", "H", "H", "H"], "xyz": [[1.919121, -2.546005, -3.008604], [3.157064, -1.801882, -2.817302], [1.289442, -2.382672, -2.134007], [1.294414, -2.255663, -3.853322], [2.209119, -3.578498, -3.203456], [3.018681, -0.853682, -2.759255], [2.460609, 0.660103, -0.575244], [1.650829, 1.232163, -1.791294], [1.202668, 2.709650, -1.606462], [0.650854, 3.180314, -2.855821], [-0.723712, 2.884241, -3.123698], [2.460709, 1.121983, -3.035417], [3.521785, 0.861573, -0.721581], [2.511109, -0.416834, -0.414714], [2.202069, 1.101711, 0.387172], [0.756236, 0.621978, -1.915693], [2.069496, 3.253313, -1.230805], [0.492762, 2.811123, -0.785574], [-0.903288, 3.405839, -4.063805], [-1.305001, 3.164588, -2.245285], [-0.841568, 1.802649, -3.189704], [3.268905, 1.727685, -3.028877], [1.787397, 1.536423, -3.663894], [-1.125517, -1.694635, 3.606491], [-0.321649, -0.757568, 2.724990], [0.383968, -1.621151, 1.646662], [-0.558360, -2.114216, 0.476499], [-1.092528, -0.871675, -0.207262], [-1.949250, 0.035726, 0.814367], [-1.140211, 0.334218, 2.080933], [-1.746192, 1.250244, 2.966462], [-2.299604, 1.352244, 0.047075], [-3.193695, -0.832202, 1.239556], [0.782970, -0.042441, 3.659252], [-0.482441, -2.239236, 4.297838], [-1.584584, -2.519416, 3.061410], [-1.758175, -1.164336, 4.318257], [1.309121, -1.064916, 1.495652], [0.890967, -2.461230, 2.121362], [-1.300774, -2.798143, 0.887820], [-0.038849, -2.766498, -0.225451], [-1.795871, -1.117218, -1.002958], [-0.277349, -0.296741, -0.646611], [-2.581455, 1.311914, -1.005084], [-3.080840, 1.900733, 0.573310], [-1.372714, 1.915670, -0.060272], [-3.507271, -1.311068, 0.311951], [-3.107924, -1.603871, 2.004578], [-3.934505, -0.159691, 1.672035], [1.509989, 0.590738, 3.150710], [1.443258, -0.849458, 3.976817], [0.383150, 0.501793, 4.514849], [-2.603363, 0.852329, 3.135399]], "forces_ev_per_a": [[0.969, 1.121, 0.255], [-0.579, -1.444, -0.410], [-0.054, -0.600, 0.242], [0.329, 0.470, -0.377], [-0.107, 0.023, 0.505], [-0.567, 0.469, -0.389], [0.392, 0.605, -0.249], [1.157, -0.162, 1.041], [-0.494, -1.271, -0.136], [0.967, 0.492, 0.829], [1.380, -0.395, 1.000], [-1.338, -0.628, 0.693], [0.129, 0.513, -0.127], [-0.779, -0.142, -0.484], [-0.306, 0.142, -0.052], [0.068, -0.028, -0.345], [0.131, 0.613, -0.875], [-0.442, -0.131, -0.037], [-0.579, -0.149, 0.314], [-0.471, 0.563, -0.336], [-0.217, -0.192, -0.516], [0.089, 0.243, 0.281], [0.472, 0.049, -0.986], [0.277, -0.496, 1.055], [0.035, 1.164, 0.742], [0.168, 0.049, 0.364], [1.621, 0.758, 0.818], [-1.160, 0.562, 1.360], [0.841, -1.443, 0.605], [1.630, -0.215, -2.444], [0.055, -0.854, -0.515], [0.365, -0.329, 0.749], [0.075, 1.034, -0.710], [-0.231, -1.187, -1.048], [0.569, 0.073, -0.064], [-0.570, 0.424, -0.024], [-0.641, 0.014, -0.411], [-0.263, 0.416, -1.685], [-0.719, -0.506, 0.491], [-0.392, 0.425, 0.157], [0.426, 0.232, -0.061], [0.000, -0.007, -0.139], [-0.025, -0.012, 0.248], [-0.490, -1.035, 0.038], [0.272, 0.290, 0.018], [-0.006, 0.297, 0.738], [-0.790, 0.084, 0.187], [0.817, 0.088, -0.255], [-0.500, 0.043, -0.479], [-0.577, 0.400, -0.549], [-0.216, -0.238, 0.577], [-0.189, -0.221, -0.139], [-0.529, 0.027, 0.536]]}